[1]
{
  "formula": "C6H10O",
  "method": "ωB97M-V/def2-TZVPD",
  "de_lowest_kcal_mol": 21.5,
  "orbital_gap_ev": 10.39,
  "largest_force_ev_per_a": 0.555,
  "e_homo_ev": -9.27,
  "e_tot_ev": -8430.3069,
  "smiles": "C=C[C@@H]1CCCO1",
  "e_lumo_ev": 1.11,
  "species": ["C", "C", "O", "C", "C", "C", "C", "H", "H", "H", "H", "H", "H", "H", "H", "H", "H"],
  "positions_angstrom": [[0.501, -1.051, 1.006], [1.292, 0.253, 0.979], [0.940, 0.920, -0.225], [-1.740, 1.386, -0.026], [-1.274, 0.777, -1.110], [0.102, 0.109, -1.049], [0.324, -1.313, -0.484], [-0.480, -0.901, 1.472], [1.028, -1.848, 1.540], [1.070, 0.877, 1.856], [2.375, 0.088, 0.955], [-1.218, 1.225, 0.921], [-2.534, 2.129, -0.064], [-1.729, 0.932, -2.100], [0.513, 0.134, -2.060], [1.280, -1.672, -0.892], [-0.451, -2.043, -0.718]]
}


[2]
{
  "formula": "C36H40As2Br2N3O5ReSi",
  "method": "ωB97M-V/def2-TZVPD",
  "de_lowest_kcal_mol": 55.4,
  "charge": 1,
  "orbital_gap_ev": [7.39, 6.03],
  "largest_force_ev_per_a": 1.809,
  "e_homo_ev": [-10.54, -10.60],
  "e_tot_ev": -324452.8717,
  "e_lumo_ev": [-3.15, -4.56],
  "spin_multiplicity": 4,
  "species": ["Re", "C", "As", "C", "C", "C", "C", "C", "C", "C", "As", "C", "C", "H", "H", "H", "H", "H", "H", "H", "H", "H", "H", "H", "H", "H", "H", "H", "H", "C", "C", "C", "C", "C", "C", "Br", "C", "C", "Br", "C", "O", "C", "N", "H", "H", "H", "H", "H", "H", "C", "Si", "C", "C", "N", "C", "C", "C", "C", "C", "C", "H", "H", "H", "H", "H", "H", "H", "H", "H", "H", "H", "H", "H", "H", "O", "C", "O", "C", "C", "C", "C", "C", "C", "N", "O", "O", "H", "H", "H", "H"],
  "positions_angstrom": [[0.262, -0.184, 0.264], [-1.536, 3.226, 1.384], [-1.576, 1.274, 1.489], [-3.467, 0.919, 1.162], [-1.387, 1.165, 3.439], [-2.070, 2.043, 4.270], [-1.821, 2.039, 5.636], [-0.883, 1.170, 6.172], [-0.210, 0.278, 5.346], [-0.468, 0.277, 3.986], [0.135, -1.064, 2.729], [-1.563, -2.038, 2.826], [1.362, -2.228, 3.687], [-2.487, 3.602, 1.758], [-1.391, 3.572, 0.367], [-0.722, 3.589, 2.008], [-4.049, 1.250, 2.020], [-3.638, -0.142, 0.994], [-3.779, 1.473, 0.278], [-2.796, 2.736, 3.862], [-2.357, 2.721, 6.282], [-0.685, 1.180, 7.235], [0.516, -0.409, 5.763], [-1.446, -2.907, 3.472], [-1.880, -2.387, 1.849], [-2.323, -1.385, 3.248], [0.844, -2.662, 4.539], [2.239, -1.676, 4.017], [1.676, -3.027, 3.017], [3.082, 0.465, -2.060], [2.924, -0.962, -1.698], [3.837, -1.864, -2.284], [3.729, -3.204, -2.090], [2.651, -3.695, -1.328], [2.389, -5.066, -1.118], [3.556, -6.386, -1.811], [1.290, -5.467, -0.410], [0.406, -4.515, 0.094], [-1.134, -5.093, 1.024], [0.611, -3.151, -0.073], [-0.211, -2.238, 0.386], [1.774, -2.740, -0.771], [1.948, -1.384, -0.900], [4.130, 0.766, -2.040], [2.502, 1.091, -1.410], [2.707, 0.592, -3.077], [4.623, -1.458, -2.905], [4.437, -3.891, -2.533], [1.098, -6.517, -0.240], [3.987, 1.819, 0.493], [2.276, 2.461, 0.970], [2.128, 4.342, 0.962], [2.058, 1.880, 2.751], [0.982, 1.754, -0.040], [0.582, 2.500, -1.180], [-0.721, 2.490, -1.704], [-1.063, 3.215, -2.831], [-0.113, 3.972, -3.500], [1.177, 4.011, -2.996], [1.514, 3.304, -1.856], [4.684, 2.031, 1.307], [4.391, 2.276, -0.411], [3.967, 0.736, 0.351], [2.032, 4.714, 1.984], [1.268, 4.691, 0.392], [3.019, 4.803, 0.533], [2.760, 2.420, 3.390], [2.277, 0.815, 2.850], [1.056, 2.073, 3.132], [-1.483, 1.884, -1.243], [-2.084, 3.181, -3.191], [-0.373, 4.510, -4.402], [1.939, 4.593, -3.497], [2.538, 3.358, -1.503], [0.356, -0.723, -3.321], [-0.668, -0.791, -2.675], [-0.871, -0.278, -1.484], [-1.918, -1.430, -3.229], [-2.279, -1.271, -4.560], [-3.466, -1.819, -5.017], [-4.258, -2.541, -4.141], [-3.886, -2.756, -2.823], [-2.714, -2.184, -2.368], [-5.545, -3.072, -4.613], [-6.176, -3.776, -3.848], [-5.887, -2.795, -5.745], [-1.638, -0.715, -5.230], [-3.789, -1.701, -6.040], [-4.514, -3.356, -2.181], [-2.396, -2.317, -1.342]]
}


[3]
{
  "formula": "C4H6O2S",
  "method": "ωB97M-V/def2-TZVPD",
  "de_lowest_kcal_mol": 25.0,
  "orbital_gap_ev": 8.97,
  "largest_force_ev_per_a": 2.609,
  "e_homo_ev": -9.09,
  "e_tot_ev": -19174.2239,
  "smiles": "C=C(CO)C(O)=S",
  "e_lumo_ev": -0.12,
  "species": ["C", "C", "C", "C", "H", "H", "H", "H", "H", "H", "O", "O", "S"],
  "positions_angstrom": [[0.895, 0.260, 0.867], [-0.055, 0.013, -0.245], [0.318, 0.101, -1.530], [-1.448, -0.528, -0.006], [2.187, 1.583, 0.122], [0.510, 0.990, 1.600], [1.166, -0.661, 1.381], [1.313, 0.370, -1.847], [-0.396, -0.129, -2.333], [-2.425, -1.260, 1.327], [2.196, 0.666, 0.360], [-1.436, -1.128, 1.169], [-2.825, -0.276, -0.866]]
}


[4]
{
  "formula": "C4H6CrO7",
  "method": "ωB97M-V/def2-TZVPD",
  "de_lowest_kcal_mol": 20.8,
  "charge": 2,
  "orbital_gap_ev": [8.51, 9.14],
  "largest_force_ev_per_a": 3.749,
  "e_homo_ev": [-18.88, -18.88],
  "e_tot_ev": -46979.5915,
  "e_lumo_ev": [-10.36, -9.74],
  "spin_multiplicity": 5,
  "species": ["O", "C", "C", "O", "C", "O", "O", "H", "H", "H", "H", "H", "O", "C", "O", "O", "Cr", "H"],
  "positions_angstrom": [[0.160, -1.375, 0.765], [-0.218, -0.087, 0.523], [-0.585, 0.148, -0.941], [-1.850, -0.486, -1.176], [-2.664, -0.358, -0.163], [-2.173, -0.251, 0.975], [-3.884, -0.106, -0.501], [0.291, -1.542, 1.707], [-0.285, 0.606, 1.365], [0.127, -0.334, -1.617], [-0.686, 1.215, -1.160], [-4.160, 0.785, -0.236], [2.963, -1.088, -0.021], [2.795, 0.193, 0.029], [1.659, 0.749, 0.362], [3.697, 0.970, -0.350], [2.716, 2.511, 0.399], [2.099, -1.550, 0.042]]
}


Question: Number 1 is which compound?
Answer: C6H10O